{"formula": "C14H52N22O12", "method": "wB97M-V/def2-TZVPD", "elements": ["C", "O", "N", "N", "H", "H", "H", "H", "C", "O", "N", "N", "H", "H", "H", "H", "C", "O", "N", "N", "H", "H", "H", "H", "C", "O", "N", "N", "H", "H", "H", "H", "C", "O", "N", "N", "H", "H", "H", "H", "C", "O", "N", "N", "H", "H", "H", "H", "C", "O", "N", "N", "H", "H", "H", "H", "C", "O", "N", "N", "H", "H", "H", "H", "C", "O", "N", "N", "H", "H", "H", "H", "C", "O", "N", "N", "H", "H", "H", "H", "C", "O", "N", "N", "H", "H", "H", "H", "C", "C", "C", "O", "H", "H", "H", "H", "H", "H", "H", "H"], "coordinates": [[-6.1519, -4.5956, 3.3849], [-6.6736, -4.6082, 2.2892], [-6.0238, -5.6059, 4.1698], [-5.7959, -3.4847, 4.0220], [-6.4651, -6.4534, 3.8424], [-5.6830, -5.4210, 5.1024], [-5.7605, -2.5869, 3.5607], [-6.1131, -3.4765, 4.9808], [-5.5485, 2.6936, 1.5006], [-5.7690, 1.9614, 2.4303], [-4.7067, 3.6963, 1.5122], [-6.2175, 2.5051, 0.4019], [-4.7764, 4.3001, 0.7056], [-4.0090, 3.7659, 2.2391], [-6.0230, 3.0362, -0.4349], [-6.9477, 1.8079, 0.3769], [-0.9888, 6.4235, -1.1673], [0.1232, 5.9452, -0.9154], [-1.5788, 7.4737, -0.6935], [-1.8511, 5.8973, -1.9916], [-2.1168, 7.9042, -1.4320], [-1.2059, 8.1142, -0.0073], [-1.4557, 5.0227, -2.3059], [-2.7840, 6.2180, -2.2085], [-5.0406, 3.1270, -5.9100], [-5.7212, 3.8273, -5.2063], [-4.2200, 2.1880, -5.4430], [-5.0782, 3.2092, -7.2268], [-3.8567, 2.1132, -4.5036], [-3.9162, 1.7063, -6.2771], [-5.8149, 3.7748, -7.6236], [-4.6839, 2.5389, -7.8713], [3.5583, -5.2641, -3.2727], [2.6373, -4.7101, -3.8770], [4.6985, -5.3349, -3.7328], [3.5735, -5.8871, -2.0555], [5.4342, -5.6020, -3.0944], [4.8418, -5.2048, -4.7241], [2.7292, -6.0749, -1.5340], [4.4280, -6.3466, -1.7746], [8.1667, -0.4491, -0.0182], [8.0734, 0.6256, -0.6659], [7.6117, -1.5497, -0.4293], [8.6363, -0.5535, 1.1907], [6.9014, -1.4003, -1.1317], [7.4747, -2.3087, 0.2227], [9.2606, 0.2328, 1.3003], [8.8261, -1.5332, 1.3465], [3.8947, 5.4809, 3.7209], [4.8661, 5.6339, 4.3851], [3.7392, 4.7029, 2.7485], [2.8950, 6.3693, 3.9215], [2.8213, 4.8032, 2.3393], [4.4810, 4.2661, 2.2201], [2.9985, 7.0716, 4.6400], [2.0172, 6.3060, 3.4259], [3.3182, 1.9233, -4.0766], [2.1226, 1.8438, -4.0182], [3.9869, 3.0237, -3.7219], [4.1023, 1.0079, -4.6101], [3.3660, 3.6985, -3.2986], [4.9656, 3.1878, -3.9100], [3.6558, 0.1924, -5.0047], [5.0956, 1.1743, -4.5345], [-0.9167, 2.9088, 6.3764], [-1.1999, 3.8020, 5.5733], [-1.3963, 1.7297, 6.4190], [-0.3666, 3.2140, 7.5088], [-1.2278, 1.0415, 7.1388], [-2.2078, 1.6465, 5.8235], [-0.2282, 2.5830, 8.2851], [-0.2131, 4.2120, 7.5322], [-2.4993, -3.7434, -6.2792], [-3.6463, -3.6316, -6.7582], [-1.4301, -3.6147, -6.9280], [-2.2598, -4.4034, -5.1729], [-0.5235, -3.9039, -6.5895], [-1.5217, -3.2421, -7.8623], [-1.2726, -4.3914, -4.9597], [-2.9669, -4.8453, -4.6029], [2.0188, -6.5267, 4.7297], [2.7798, -7.2467, 5.2873], [2.3365, -5.6778, 3.7730], [0.7567, -6.4554, 4.9511], [3.3137, -5.4988, 3.5906], [1.5636, -5.1538, 3.3882], [0.0863, -6.0342, 4.3241], [0.3992, -7.0521, 5.6834], [1.1274, -0.7256, 1.1045], [-0.3650, -1.0182, 0.9753], [-0.9033, -0.9205, -0.4277], [-0.6165, -2.2542, 1.5869], [1.5101, 0.2094, 0.6952], [1.5897, -1.3447, 0.3356], [1.5344, -0.9119, 2.0984], [-0.8196, -0.2337, 1.5803], [-0.2631, -1.3977, -1.1696], [-1.0631, 0.0982, -0.7811], [-1.9139, -1.3288, -0.4214], [-1.5187, -2.2315, 1.9144]], "lowdin_charge": [-0.79, 0.04, 0.16, 0.14, 0.13, 0.11, 0.11, 0.10, -0.81, 0.02, 0.17, 0.16, 0.10, 0.12, 0.11, 0.12, -0.78, 0.02, 0.15, 0.14, 0.11, 0.12, 0.12, 0.12, -0.78, 0.03, 0.16, 0.15, 0.12, 0.10, 0.12, 0.11, -0.78, 0.01, 0.16, 0.14, 0.12, 0.14, 0.11, 0.09, -0.77, -0.01, 0.15, 0.16, 0.12, 0.11, 0.13, 0.11, -0.83, 0.05, 0.19, 0.14, 0.12, 0.14, 0.11, 0.09, -0.78, 0.04, 0.15, 0.15, 0.11, 0.10, 0.12, 0.10, -0.80, 0.01, 0.16, 0.15, 0.12, 0.13, 0.11, 0.12, -0.79, -0.01, 0.16, 0.16, 0.12, 0.13, 0.10, 0.12, -0.83, 0.07, 0.15, 0.16, 0.12, 0.10, 0.11, 0.12, -0.06, -0.53, -0.05, -0.05, 0.08, 0.07, 0.08, 0.13, 0.08, 0.08, 0.08, 0.09], "e_tot_ev": -72716.5234, "total_charge": 0, "orbital_gap_ev": 9.18, "homo_energy_ev": -9.33, "smiles": "NC(N)=O.NC(N)=O.NC(N)=O.NC(N)=O.NC(N)=O.NC(N)=O.NC(N)=O.NC(N)=O.NC(N)=O.NC(N)=O.NC(N)=O.CC(C)O", "e_lumo_ev": -0.151}

=====

{"formula": "C2H8N3", "method": "wB97M-V/def2-TZVPD", "elements": ["C", "C", "N", "N", "N", "H", "H", "H", "H", "H", "H", "H", "H"], "coordinates": [[1.3973, -0.4483, -0.0370], [-0.9478, 0.9215, 0.3264], [2.2142, -1.0301, -0.8222], [-2.0298, 0.0169, 0.5692], [0.1213, 0.1439, -0.4493], [1.4259, -0.3264, 1.0628], [-1.2218, 1.7337, -0.3168], [-0.6251, 1.0771, 1.3469], [3.1012, -1.0368, -0.2892], [2.0253, -1.1094, -1.8602], [-2.7349, -0.4509, -0.0784], [-1.6555, -0.8000, 0.9829], [0.0767, 0.3042, -1.4268]], "nbo_charge": [0.39, -0.04, -0.71, -0.83, -0.57, 0.24, 0.23, 0.22, 0.46, 0.46, 0.40, 0.35, 0.39], "e_tot_ev": -6665.9742, "total_charge": 1, "orbital_gap_ev": 9.37, "homo_energy_ev": -13.52, "smiles": "N/C=[NH+]/CN", "e_lumo_ev": -4.148}

=====

{"formula": "C19H18N6O2S", "method": "wB97M-V/def2-TZVPD", "elements": ["C", "C", "C", "C", "N", "O", "N", "C", "C", "C", "C", "C", "H", "H", "H", "H", "C", "O", "C", "H", "H", "S", "C", "N", "N", "N", "N", "C", "C", "C", "C", "C", "C", "H", "H", "H", "H", "H", "C", "H", "H", "H", "H", "H", "H", "H"], "coordinates": [[6.9846, 0.8001, 2.5496], [5.8788, 0.6629, 1.4327], [4.6461, 0.0228, 1.3394], [4.3087, 0.2332, 0.0907], [5.2492, 1.0437, -0.5885], [6.3563, 1.1146, 0.2942], [3.2690, -0.3180, -0.2674], [1.9987, -0.2640, 0.0725], [1.1142, -0.8187, -0.8098], [1.7240, -1.0828, -1.9203], [3.1128, -0.8734, -1.9154], [4.3013, -0.7705, -2.8559], [4.5353, 0.4142, -2.8689], [3.8529, -1.3533, -3.6843], [5.0377, -1.2428, -2.3621], [1.4265, -1.6215, -2.7425], [-0.3785, -1.0403, -0.2952], [-0.8114, -1.0678, 0.7399], [-1.2780, -1.4555, -1.8121], [-0.9522, -2.5831, -1.9767], [-0.9276, -0.6656, -2.5482], [-2.8220, -1.5474, -1.2477], [-2.9798, 0.1899, -0.9098], [-1.9396, 0.9864, -1.0057], [-2.4228, 2.4173, -0.9453], [-3.6902, 2.2694, -0.2379], [-4.0376, 1.1140, -0.1621], [-5.3429, 0.5443, -0.0312], [-6.1763, 1.5599, 0.3892], [-7.5629, 1.2657, 0.7867], [-7.8710, -0.0546, 0.8430], [-6.8788, -0.9046, 0.7349], [-5.6631, -0.7464, 0.3532], [-4.8734, -1.3872, 0.3442], [-7.1319, -2.0109, 1.0489], [-8.8994, -0.4343, 1.1526], [-8.2864, 2.2069, 0.7332], [-5.9755, 2.4276, 0.2469], [1.7382, 0.1155, 1.5110], [2.4468, 0.8734, 1.7158], [0.5851, 0.3429, 1.7752], [2.0526, -0.8488, 2.3746], [4.4063, -0.4217, 2.2970], [7.2136, 1.9981, 2.8091], [8.1060, 0.4786, 2.0992], [6.5567, 0.4315, 3.4534]], "nbo_charge": [-0.68, 0.40, -0.40, 0.30, -0.21, -0.28, -0.39, 0.28, -0.28, -0.28, 0.20, -0.67, 0.27, 0.24, 0.22, 0.23, 0.71, -0.53, -0.78, 0.26, 0.28, 0.38, 0.10, -0.35, -0.11, -0.01, -0.13, 0.13, -0.16, -0.18, -0.23, -0.18, -0.23, 0.23, 0.21, 0.23, 0.23, 0.19, -0.65, 0.22, 0.27, 0.20, 0.26, 0.23, 0.26, 0.22], "e_tot_ev": -43849.5325, "total_charge": 0, "orbital_gap_ev": 8.03, "homo_energy_ev": -7.87, "smiles": "Cc1cc(-n2c(C)cc(C(=O)CSc3nnnn3-c3ccccc3)c2C)no1", "e_lumo_ev": 0.156}

=====

{"formula": "H18O9Pb", "method": "wB97M-V/def2-TZVPD", "elements": ["Pb", "O", "H", "H", "O", "H", "H", "O", "H", "H", "O", "H", "H", "O", "H", "H", "O", "H", "H", "O", "H", "H", "O", "H", "H", "O", "H", "H"], "coordinates": [[6.7610, -6.7280, 10.1090], [6.9200, -9.2790, 9.2780], [7.3800, -10.0880, 9.1090], [6.0560, -9.5560, 9.4790], [6.2210, -6.8720, 7.7360], [5.6090, -6.4580, 7.1620], [6.4550, -7.6870, 7.3310], [8.2160, -5.2070, 11.2970], [8.9880, -4.6560, 11.3080], [8.0840, -5.2020, 12.1880], [5.4800, -4.7960, 9.9360], [4.5700, -4.8590, 9.4740], [5.3950, -4.3400, 10.7690], [7.6700, -4.3310, 8.5150], [6.7260, -4.2750, 8.6480], [7.7120, -4.5820, 7.6230], [4.5440, -7.6030, 10.0980], [3.8760, -7.1130, 10.5960], [4.1810, -7.9190, 9.2660], [8.9050, -7.1220, 8.9740], [9.3920, -7.7420, 8.4390], [9.3110, -6.3190, 8.6100], [7.8390, -8.0890, 11.6230], [7.7730, -8.1480, 12.5870], [8.2820, -8.9180, 11.3810], [5.6750, -6.2470, 12.2890], [4.9000, -5.6800, 12.4280], [6.1420, -6.0600, 13.0850]], "nbo_charge": [1.47, -0.96, 0.51, 0.49, -0.95, 0.50, 0.51, -0.92, 0.52, 0.47, -0.97, 0.53, 0.52, -0.93, 0.48, 0.47, -0.96, 0.51, 0.52, -0.95, 0.50, 0.51, -0.96, 0.51, 0.52, -0.94, 0.50, 0.50], "e_tot_ev": -23952.2158, "total_charge": 2, "orbital_gap_ev": 9.62, "homo_energy_ev": -16.16, "e_lumo_ev": -6.538}

=====

{"formula": "H4N4O2", "method": "wB97M-V/def2-TZVPD", "elements": ["N", "N", "N", "N", "O", "O", "H", "H", "H", "H"], "coordinates": [[13.5341, 0.8934, -1.2410], [-6.2544, -0.2090, 1.7663], [-5.5974, -0.3231, -0.9873], [-5.2356, 0.2580, 0.0227], [-6.4602, -1.2122, -1.0874], [-4.2795, 1.0832, 0.1160], [12.9438, 0.0708, -1.0398], [14.2139, 0.7800, -0.4502], [-7.0833, -0.2218, 1.1647], [-5.7813, -1.1193, 1.7361]], "nbo_charge": [-1.50, -0.92, 0.11, 0.29, -0.60, -0.54, 0.25, 0.25, 0.33, 0.32], "e_tot_ev": -10112.8912, "total_charge": -2, "orbital_gap_ev": [4.88, 4.84], "homo_energy_ev": [0.27, 0.27], "e_lumo_ev": [5.152, 5.105]}

=====

{"formula": "C28H21Cl2N4O5Os", "method": "wB97M-V/def2-TZVPD", "elements": ["Os", "Cl", "C", "C", "C", "C", "O", "C", "C", "N", "C", "C", "C", "C", "C", "C", "C", "C", "N", "C", "C", "H", "H", "H", "H", "H", "H", "H", "H", "H", "H", "C", "N", "C", "C", "C", "C", "C", "N", "C", "C", "C", "C", "C", "C", "H", "H", "H", "H", "H", "H", "H", "H", "H", "H", "H", "O", "Cl", "O", "O", "O"], "coordinates": [[-0.3652, 0.3465, -0.1921], [3.5237, -4.1872, 3.9223], [2.4149, -3.0532, 3.2271], [1.1845, -2.8088, 3.8580], [0.2977, -1.9181, 3.3148], [0.5719, -1.2507, 2.1050], [-0.3395, -0.4217, 1.6653], [1.8332, -1.4729, 1.4916], [2.2931, -0.8060, 0.3290], [1.6122, 0.0312, -0.3971], [2.1931, 0.7202, -1.4950], [3.5342, 0.8602, -1.7415], [3.9778, 1.5165, -2.9074], [3.0908, 2.0272, -3.8119], [1.7022, 1.9263, -3.5711], [0.7135, 2.4279, -4.4518], [-0.6059, 2.2906, -4.1347], [-0.9606, 1.6783, -2.9201], [-0.0686, 1.2116, -2.0744], [1.2639, 1.2952, -2.3966], [2.7366, -2.3908, 2.0809], [0.9421, -3.3397, 4.7688], [-0.6613, -1.7335, 3.7797], [3.3203, -1.0119, 0.0422], [4.2700, 0.4717, -1.0511], [5.0410, 1.6062, -3.0824], [3.4370, 2.5182, -4.7118], [1.0189, 2.9105, -5.3714], [-1.3867, 2.6482, -4.7899], [-1.9976, 1.5628, -2.6323], [3.6950, -2.5706, 1.6106], [-2.5994, 2.3572, 0.8053], [-2.5519, 1.0856, 0.0770], [-3.6667, 0.5182, -0.2239], [-3.5685, -0.7439, -0.8976], [-4.3860, -1.9232, -0.7370], [-3.5288, -2.9913, -0.8786], [-2.2650, -2.3361, -1.0143], [-2.2897, -1.0495, -1.2462], [-1.3775, 2.3125, 1.6682], [-1.3577, 2.0336, 3.0142], [-0.1317, 1.8693, 3.6533], [1.0765, 1.9640, 2.9695], [1.0625, 2.2399, 1.6192], [-0.1715, 2.3915, 0.9472], [-3.5248, 2.5043, 1.3643], [-2.5072, 3.1741, 0.0838], [-4.6173, 0.9417, 0.0902], [-5.4426, -1.9442, -0.5241], [-3.7580, -4.0166, -0.6387], [-1.6544, -4.2320, -0.4062], [-2.2819, 1.9310, 3.5678], [-0.1164, 1.6557, 4.7149], [2.0096, 1.8364, 3.5000], [1.9847, 2.3765, 1.0692], [-0.1758, 2.8561, -0.0380], [-0.9195, -3.7113, -2.1459], [-0.7306, -3.1865, -0.6256], [-1.2447, -2.8893, 0.8903], [0.3494, -4.1608, -0.2548], [0.1025, -1.9473, -0.8660]], "lowdin_spin": [0.83, 0.00, 0.01, 0.00, 0.01, 0.01, 0.07, 0.02, 0.00, 0.01, 0.00, 0.00, 0.00, 0.00, 0.00, 0.00, 0.00, 0.00, 0.00, 0.00, -0.01, 0.00, 0.00, 0.00, 0.00, 0.00, 0.00, 0.00, 0.00, 0.00, 0.00, 0.01, 0.15, 0.01, 0.24, 0.01, 0.14, 0.25, 0.06, 0.00, 0.00, -0.01, 0.00, 0.00, 0.00, 0.00, 0.01, 0.00, 0.00, 0.01, 0.18, 0.00, 0.00, 0.00, 0.00, 0.00, 0.77, 0.05, 0.75, 0.34, 0.08], "e_tot_ev": -73062.7433, "total_charge": 1, "multiplicity": 5, "orbital_gap_ev": [6.21, 5.47], "homo_energy_ev": [-10.41, -10.53], "s_squared": 6.0744, "e_lumo_ev": [-4.201, -5.058]}